# 1
This record from the Open Molecules 2025 dataset describes a molecular structure, C5H6ClNO. The level of theory is the ωB97M-V functional and the def2-TZVPD basis.

XYZ file:
```
14
C5H6ClNO (the ωB97M-V functional and the def2-TZVPD basis)
C 0.19317 -0.46716 -1.34254
C 0.03375 0.79374 0.84437
C 1.27521 -0.46909 -1.96389
C -0.89054 -0.97085 -0.54696
C -0.61374 -0.52680 0.88657
N -0.77332 1.64705 0.31769
O 1.30288 1.15917 0.96362
Cl -0.38196 3.33392 0.10989
H 1.77497 0.46576 1.94427
H 2.21990 -0.40933 -2.45499
H -1.80280 -0.68684 -0.89684
H -0.83966 -2.03015 -0.58767
H 0.03734 -1.28993 1.23514
H -1.53519 -0.54949 1.49134
```

Summary:
Max |F| = 0.1485 Eh/bohr
Total energy = -784.11648 hartree
Kohn-Sham gap = 9.1 eV

Quick look at the Löwdin charges, all values in e: C -0.1429; C -0.6226; C 0.1496; C -0.2013; C -0.1335; N -0.3387; O -0.0281; Cl 0.5381; H 0.3131; H 0.0247; H 0.0871; H 0.1141; H 0.1055; H 0.1349

---

# 2
This record from the Open Molecules 2025 dataset describes a single CH4FP molecule. The level of theory is the ωB97M-V functional and the def2-TZVPD basis.

XYZ file:
```
7
CH4FP (the ωB97M-V functional and the def2-TZVPD basis)
C -0.56028 0.12479 0.39524
P 1.00329 -0.75221 -0.02832
F 1.78561 0.64735 -0.09269
H -0.46088 0.39877 1.44910
H -1.46715 -0.62572 0.34493
H -0.82046 0.92373 -0.41382
H 0.51986 -0.71672 -1.65445
```

Summary:
SMILES = CPF
Max |F| = 0.0759 Eh/bohr
Total energy = -481.69321 hartree
Kohn-Sham gap = 10.6 eV

Quick look at the Löwdin charges, all values in e: C -0.4266; P 0.7399; F -0.4284; H 0.0066; H 0.0590; H 0.0601; H -0.0106